1.
DFT (ωB97M-V/def2-TZVPD) results for one molecule with the formula CF2NPS at a distorted geometry.

SMILES: N#S#CP(F)F
Electronic energy: -28081.52334 eV
HOMO (alpha / beta): -9.970 / -9.791 eV
Multiplicity: 1
Relative energy (zero: lowest compared OMol25 entry of this formula, charge and spin): 137.41 kcal per mole
Frontier orbital gap (alpha / beta): 7.661 / 7.455 eV

Cartesian coordinates (Å):
1 N 1.26 0.53 -1.73
2 S 1.35 -0.88 -1.17
3 C 0.05 -0.80 -0.11
4 P -0.90 0.60 0.30
5 F -1.88 -0.35 1.16
6 F 0.12 0.89 1.56

2.
DFT (ωB97M-V/def2-TZVPD) results for C54H47GeI2N5NaO2S2SbSe4 as an isolated structure at a distorted geometry.

Electronic energy: -435034.69620 eV
HOMO: -1.592 eV
Multiplicity: 1
Total charge: -2
Relative energy (zero: lowest compared OMol25 entry of this formula, charge and spin): 52.05 kcal per mole
Frontier orbital gap: 4.339 eV

Cartesian coordinates (Å):
1 Na -0.82 -0.90 -0.45
2 N 7.35 6.85 -3.00
3 C 6.52 6.06 -2.89
4 C 5.49 5.09 -2.74
5 C 4.81 4.59 -3.86
6 C 3.77 3.71 -3.69
7 C 3.38 3.30 -2.42
8 C 4.09 3.76 -1.31
9 C 5.13 4.65 -1.46
10 C 2.17 2.46 -2.24
11 C 0.96 3.19 -2.26
12 C 0.86 4.59 -2.10
13 C -0.49 4.90 -2.06
14 C -1.19 3.71 -2.22
15 N -0.33 2.68 -2.34
16 C 2.32 1.11 -2.05
17 C 3.56 0.39 -2.03
18 C 3.23 -0.93 -1.86
19 C 1.80 -0.97 -1.78
20 N 1.27 0.23 -1.88
21 H 5.11 4.92 -4.84
22 H 3.23 3.33 -4.56
23 H 3.79 3.43 -0.32
24 H 5.65 5.04 -0.60
25 H 1.69 5.26 -2.00
26 H -0.93 5.88 -1.93
27 H -2.26 3.56 -2.28
28 H 4.54 0.83 -2.13
29 H 3.90 -1.78 -1.82
30 H 1.17 -1.85 -1.73
31 C -1.27 -4.65 -3.49
32 C -2.32 -5.19 -2.79
33 C -2.39 -4.99 -1.42
34 C -1.42 -4.21 -0.81
35 N -0.41 -3.65 -1.48
36 C -0.35 -3.89 -2.79
37 C -1.43 -4.01 0.67
38 C -0.99 -5.05 1.49
39 C -0.99 -4.85 2.86
40 C -1.43 -3.64 3.37
41 C -1.84 -2.67 2.48
42 N -1.85 -2.85 1.16
43 H -1.17 -4.77 -4.56
44 H -3.08 -5.77 -3.30
45 H -3.19 -5.43 -0.83
46 H 0.51 -3.47 -3.31
47 H -0.63 -5.98 1.07
48 H -0.65 -5.64 3.52
49 H -1.46 -3.46 4.44
50 H -2.18 -1.70 2.81
51 O -2.34 -1.34 -1.58
52 S -3.65 -1.05 -2.23
53 C -4.27 0.43 -1.33
54 C -3.91 0.40 0.14
55 C -3.53 1.78 0.68
56 C -2.75 1.67 1.98
57 S -0.98 1.18 1.57
58 O -0.90 1.14 0.10
59 C -0.30 2.79 2.05
60 C 0.36 3.53 1.09
61 C 0.86 4.78 1.41
62 C 0.69 5.28 2.69
63 C 0.05 4.52 3.66
64 C -0.44 3.27 3.34
65 C -4.85 -2.20 -1.54
66 C -4.63 -2.79 -0.31
67 C -5.54 -3.71 0.19
68 C -6.67 -4.03 -0.56
69 C -6.87 -3.44 -1.80
70 C -5.95 -2.53 -2.30
71 H -5.33 0.50 -1.55
72 H -3.76 1.25 -1.85
73 H -3.03 -0.24 0.25
74 H -4.72 -0.02 0.73
75 H -4.43 2.39 0.82
76 H -2.90 2.29 -0.05
77 H -3.14 0.88 2.62
78 H -2.73 2.61 2.53
79 H 0.47 3.11 0.09
80 H 1.37 5.36 0.64
81 H 1.07 6.27 2.93
82 H -0.07 4.92 4.66
83 H -0.93 2.67 4.10
84 H -3.72 -2.56 0.23
85 H -5.38 -4.18 1.15
86 H -7.38 -4.74 -0.17
87 H -7.75 -3.70 -2.38
88 H -6.07 -2.11 -3.29
89 I 2.18 -4.09 0.44
90 I 2.23 -7.06 0.06
91 Se -3.58 -2.47 -5.48
92 Sb -1.48 -1.37 -4.81
93 Se -0.88 0.95 -2.95
94 Se -2.55 1.59 -4.35
95 Se -0.06 -1.27 -6.77
96 Ge 2.18 -1.70 1.11
97 C 3.04 0.09 1.33
98 C 2.36 1.04 2.07
99 C 2.96 2.24 2.41
100 C 4.26 2.50 2.00
101 C 4.96 1.56 1.27
102 C 4.36 0.35 0.95
103 C 2.08 -2.00 3.11
104 C 3.15 -2.69 3.69
105 C 3.18 -2.96 5.05
106 C 2.14 -2.54 5.86
107 C 1.07 -1.84 5.30
108 C 1.05 -1.58 3.94
109 H 0.17 -1.17 0.91
110 H 1.35 0.84 2.38
111 H 2.42 2.97 3.00
112 H 4.73 3.45 2.26
113 H 5.97 1.77 0.94
114 H 4.92 -0.40 0.40
115 H 3.97 -3.02 3.07
116 H 4.02 -3.49 5.48
117 H 2.15 -2.76 6.92
118 H 0.26 -1.51 5.94
119 H 0.22 -1.04 3.50

3.
DFT (ωB97M-V/def2-TZVPD) results for a 2-piece molecular cluster, C2H4N2S2 overall at a distorted geometry.

Electronic energy: -26784.39843 eV
HOMO (alpha / beta): -8.607 / -8.581 eV
Multiplicity: 1
Relative energy (zero: lowest compared OMol25 entry of this formula, charge and spin): 129.51 kcal per mole
Frontier orbital gap (alpha / beta): 5.951 / 5.922 eV

Cartesian coordinates (Å):
1 C -1.24 -0.51 -0.08
2 C 1.98 -0.33 -0.07
3 N -2.79 1.32 -0.21
4 N -1.97 0.43 0.07
5 S -0.55 -1.92 -0.31
6 S 1.02 1.05 0.50
7 H 2.80 -0.03 -0.75
8 H 1.26 -1.12 -0.52
9 H 2.51 -0.74 0.84
10 H -3.01 1.86 0.53

4.
DFT (ωB97M-V/def2-TZVPD) results for C39H49BF14N5SbSi3Sr as an isolated structure at a distorted geometry.

Electronic energy: -118420.59055 eV
HOMO: -1.958 eV
Multiplicity: 1
Total charge: -2
Frontier orbital gap: 5.363 eV

Cartesian coordinates (Å):
1 Sr 0.53 1.21 -0.07
2 C 3.38 0.84 -1.96
3 N 2.40 1.19 -0.91
4 C 2.51 2.63 -0.61
5 C 1.39 3.25 0.25
6 N 0.34 3.56 -0.68
7 C 0.01 4.85 -0.94
8 C 0.08 5.93 -0.04
9 F 0.34 5.68 1.26
10 C -0.15 7.24 -0.40
11 F -0.06 8.21 0.51
12 C -0.49 7.56 -1.70
13 F -0.65 8.84 -2.08
14 C -0.64 6.53 -2.60
15 F -0.95 6.82 -3.88
16 C -0.41 5.23 -2.23
17 F -0.52 4.28 -3.17
18 C 2.74 0.52 0.36
19 C 2.32 1.17 1.71
20 N 0.94 1.15 2.15
21 C 0.71 2.03 3.21
22 C 1.62 2.86 3.90
23 F 2.97 2.68 3.83
24 C 1.22 3.83 4.81
25 F 2.16 4.58 5.41
26 C -0.09 4.01 5.14
27 F -0.47 4.94 6.03
28 C -1.01 3.14 4.58
29 F -2.29 3.21 4.96
30 C -0.61 2.20 3.66
31 F -1.54 1.37 3.20
32 H 4.37 1.21 -1.69
33 H 3.09 1.29 -2.90
34 H 3.44 -0.24 -2.06
35 H 2.53 3.19 -1.53
36 H 3.47 2.81 -0.15
37 H 1.87 4.06 0.78
38 H 1.04 2.57 1.02
39 H 3.81 0.56 0.47
40 H 2.52 -0.55 0.34
41 H 2.80 2.13 1.75
42 H 2.94 0.61 2.41
43 C -1.69 -1.29 1.88
44 Sb -1.63 -2.34 -0.03
45 C -1.47 -0.45 -1.13
46 C -1.23 -0.74 -2.56
47 C -0.83 0.32 -3.41
48 C -0.60 0.12 -4.75
49 C -0.76 -1.16 -5.28
50 C -1.15 -2.16 -4.40
51 N -1.38 -1.98 -3.11
52 Si -3.28 0.20 -1.04
53 C -3.83 0.73 0.66
54 C -3.39 1.67 -2.20
55 C -4.43 -1.17 -1.64
56 C 0.40 -3.52 0.43
57 C 1.44 -3.01 -0.55
58 C 2.83 -3.23 -0.43
59 C 3.69 -2.80 -1.42
60 C 3.18 -2.15 -2.54
61 C 1.82 -1.94 -2.58
62 N 0.98 -2.35 -1.63
63 Si -0.11 -5.23 -0.21
64 C -1.29 -6.05 0.99
65 C -0.91 -5.15 -1.90
66 C 1.38 -6.36 -0.44
67 Si 0.92 -3.52 2.23
68 C 2.01 -4.98 2.72
69 C 1.90 -2.00 2.70
70 C -0.52 -3.74 3.43
71 H -0.76 -1.42 2.43
72 H -2.53 -1.57 2.51
73 H -1.74 -0.25 1.63
74 H -0.68 1.29 -2.97
75 H -0.30 0.94 -5.39
76 H -0.57 -1.38 -6.33
77 H -1.28 -3.19 -4.76
78 H -3.03 1.27 1.14
79 H -4.17 -0.09 1.30
80 H -4.64 1.47 0.55
81 H -2.54 2.32 -1.98
82 H -4.29 2.26 -2.00
83 H -3.36 1.38 -3.26
84 H -4.70 -1.84 -0.81
85 H -3.92 -1.78 -2.39
86 H -5.36 -0.77 -2.08
87 H 3.22 -3.77 0.43
88 H 4.76 -2.97 -1.33
89 H 3.83 -1.80 -3.34
90 H 1.35 -1.41 -3.42
91 H -2.16 -5.39 1.13
92 H -0.84 -6.25 1.97
93 H -1.64 -7.00 0.57
94 H -2.00 -5.20 -1.80
95 H -0.56 -5.95 -2.55
96 H -0.69 -4.18 -2.37
97 H 1.88 -6.62 0.50
98 H 2.12 -5.90 -1.10
99 H 1.04 -7.30 -0.91
100 H 2.93 -5.10 2.14
101 H 1.44 -5.92 2.63
102 H 2.29 -4.87 3.78
103 H 2.79 -1.89 2.07
104 H 2.23 -2.09 3.74
105 H 1.29 -1.09 2.61
106 H -1.47 -3.90 2.90
107 H -0.65 -2.87 4.07
108 H -0.34 -4.62 4.07
109 F -2.42 3.51 0.62
110 B -3.33 4.50 0.13
111 F -4.67 4.00 0.24
112 F -3.05 4.80 -1.23
113 F -3.19 5.68 0.92

5.
DFT (ωB97M-V/def2-TZVPD) results for C48H36FeOP2S4Si as an isolated structure at a distorted geometry.

Electronic energy: -156594.20697 eV
HOMO (alpha / beta): -3.297 / -3.654 eV
Multiplicity: 2
⟨S²⟩: 0.79
Total charge: -1
Relative energy (zero: lowest compared OMol25 entry of this formula, charge and spin): 0.00 kcal per mole
Frontier orbital gap (alpha / beta): 5.744 / 6.101 eV

Cartesian coordinates (Å):
1 Fe 0.08 -0.21 -0.10
2 C 0.19 2.70 2.93
3 Si -0.49 1.60 1.51
4 C -1.25 2.91 0.34
5 C -1.72 4.13 0.84
6 C -2.31 5.08 0.03
7 C -2.43 4.85 -1.34
8 C -1.98 3.65 -1.86
9 C -1.38 2.70 -1.04
10 P -0.95 1.04 -1.65
11 C -0.03 1.36 -3.19
12 C 0.82 2.47 -3.27
13 C 1.64 2.64 -4.38
14 C 1.64 1.69 -5.39
15 C 0.83 0.58 -5.30
16 C 0.00 0.41 -4.21
17 C -2.62 0.54 -2.18
18 C -3.14 0.65 -3.47
19 C -4.46 0.32 -3.73
20 C -5.28 -0.11 -2.70
21 C -4.79 -0.20 -1.41
22 C -3.47 0.12 -1.15
23 C -1.78 0.64 2.56
24 C -2.64 1.36 3.39
25 C -3.56 0.74 4.21
26 C -3.65 -0.65 4.22
27 C -2.81 -1.39 3.41
28 C -1.87 -0.76 2.58
29 P -0.82 -1.67 1.42
30 C 0.55 -2.40 2.38
31 C 0.75 -2.23 3.75
32 C 1.85 -2.80 4.37
33 C 2.77 -3.52 3.63
34 C 2.59 -3.68 2.26
35 C 1.49 -3.12 1.63
36 C -1.82 -3.18 1.14
37 C -1.54 -4.42 1.70
38 C -2.37 -5.51 1.46
39 C -3.49 -5.37 0.65
40 C -3.77 -4.13 0.08
41 C -2.94 -3.05 0.32
42 H -0.50 3.50 3.23
43 H 1.14 3.15 2.66
44 H 0.34 2.06 3.80
45 H -1.64 4.33 1.90
46 H -2.67 6.01 0.45
47 H -2.90 5.59 -1.98
48 H -2.08 3.44 -2.92
49 H 0.83 3.19 -2.47
50 H 2.29 3.50 -4.44
51 H 2.30 1.82 -6.25
52 H 0.85 -0.18 -6.08
53 H -0.62 -0.48 -4.13
54 H -2.50 1.00 -4.28
55 H -4.84 0.39 -4.74
56 H -6.32 -0.37 -2.91
57 H -5.43 -0.53 -0.60
58 H -3.05 0.06 -0.15
59 H -2.58 2.45 3.38
60 H -4.21 1.33 4.84
61 H -4.38 -1.14 4.84
62 H -2.88 -2.47 3.40
63 H 0.02 -1.67 4.32
64 H 2.01 -2.67 5.43
65 H 3.64 -3.96 4.11
66 H 3.32 -4.23 1.67
67 H 1.34 -3.23 0.57
68 H -0.68 -4.54 2.34
69 H -2.14 -6.47 1.90
70 H -4.13 -6.22 0.45
71 H -4.64 -4.02 -0.57
72 H -3.15 -2.10 -0.14
73 O 3.00 -3.34 -5.59
74 C 2.49 -2.84 -4.61
75 S 0.82 -3.15 -4.11
76 C 0.84 -2.15 -2.66
77 C 1.98 -1.49 -2.39
78 S 2.18 -0.47 -1.02
79 S 3.32 -1.73 -3.51
80 S -0.58 -2.03 -1.69
81 C 1.14 0.58 1.43
82 C 2.22 0.50 1.98
83 C 3.48 0.40 2.62
84 C 3.59 0.79 3.97
85 C 4.81 0.68 4.63
86 C 5.93 0.20 3.96
87 C 5.82 -0.17 2.63
88 C 4.61 -0.07 1.96
89 H 2.72 1.16 4.48
90 H 4.88 0.97 5.67
91 H 6.87 0.11 4.48
92 H 6.69 -0.54 2.10
93 H 4.53 -0.37 0.92

electronic energy of number 1 (CF2NPS)? -28081.52334 eV